[1]
91
Properties=species:S:1:pos:R:3:forces:R:3 method="wB97M-V/def2-TZVPD" multiplicity=1 homo_energy_ev=-8.571 total_charge=0 smiles="CC1=C(CCCS)C(=O)c2cc(I)ccc2C1=O.O=S1(=O)CCCC1.O=S1(=O)CCCC1.O=S1(=O)CCCC1.O=S1(=O)CCCC1"
C -1.7086 1.0603 5.1708 0.792 0.566 0.180
C -0.9004 1.7512 4.0253 0.444 0.007 -0.350
C -0.9869 1.3863 2.7171 -0.579 -0.193 -0.048
C -1.9029 0.2209 2.2174 1.397 -0.342 0.196
C -0.9172 -0.8537 1.5846 -0.416 0.007 -0.151
C -1.6873 -2.0926 0.9753 1.399 1.246 -0.442
S -0.5452 -3.5647 1.1028 -0.214 0.063 -0.019
C -0.1307 2.0880 1.6120 0.606 0.076 1.574
O -0.5581 2.3138 0.5057 0.346 -0.333 0.252
C 1.3034 2.4922 2.0801 0.111 0.104 0.790
C 2.4262 2.4278 1.1800 0.188 0.619 1.689
C 3.7332 2.7813 1.7157 -1.942 -0.140 0.963
I 5.3965 2.6585 0.3560 -0.759 0.130 0.983
C 3.8544 3.1637 3.1090 -0.696 -0.178 -0.462
C 2.7105 3.2479 4.0108 -0.637 -0.585 -1.893
C 1.4013 2.8999 3.4927 1.424 -0.207 -1.263
C 0.1000 2.9070 4.3610 0.131 -0.958 -1.075
O -0.1231 3.7478 5.1930 0.252 -0.382 -0.001
H -1.4947 -0.0436 5.1742 -0.384 1.034 -0.138
H -1.3552 1.4560 6.1627 -0.359 -0.278 -0.997
H -2.8029 1.2712 5.1020 0.868 -0.313 -0.068
H -2.3888 -0.3139 3.0784 0.276 0.852 -0.771
H -2.6807 0.5573 1.4910 0.677 -0.199 0.496
H -0.1776 -1.1802 2.3687 -0.911 0.368 -0.534
H -0.3055 -0.4146 0.7484 -0.582 -0.243 0.791
H -2.6794 -2.2751 1.4589 1.028 -0.119 -0.277
H -1.7818 -1.8802 -0.1376 -0.320 -0.490 1.904
H 0.6435 -3.0411 1.5641 -1.071 0.189 -0.312
H 2.2877 2.1103 0.1173 0.149 0.386 1.082
H 4.8712 3.3981 3.4983 -0.982 -0.186 -0.320
H 2.8219 3.5477 5.0803 -0.004 -0.264 -1.150
C 4.3753 5.0749 -4.7681 -0.007 -0.019 -0.123
C 2.8756 4.9048 -5.0312 -0.021 0.144 0.018
C 2.5518 3.4137 -4.8959 -0.339 0.257 -0.309
S 3.7562 2.7421 -3.7506 -0.036 0.239 0.157
O 4.5940 1.8070 -4.4596 -0.123 -0.122 0.208
O 3.0963 2.3979 -2.5138 0.086 -0.319 -0.138
C 4.6715 4.2580 -3.5156 0.194 0.396 -0.061
H 4.6469 6.1226 -4.6358 0.005 -0.058 -0.002
H 4.9454 4.6819 -5.6146 0.015 0.020 0.062
H 2.3093 5.4734 -4.2884 0.035 -0.037 -0.026
H 2.5930 5.2806 -6.0153 -0.009 -0.035 0.056
H 1.5502 3.2527 -4.5002 0.108 -0.168 0.035
H 2.6640 2.8919 -5.8462 0.076 -0.072 0.112
H 5.7294 4.0356 -3.3869 -0.085 -0.158 0.063
H 4.2790 4.7488 -2.6235 0.005 -0.107 0.004
C 1.3042 -6.9678 5.4176 0.000 -0.076 -0.081
C 1.9977 -6.2673 4.2451 0.119 -0.021 0.068
C 0.9762 -5.3212 3.6063 0.452 -0.304 -0.254
S -0.1602 -4.8545 4.9114 0.137 0.081 -0.071
O -1.4629 -5.3865 4.6008 -0.004 0.235 0.129
O 0.0423 -3.4643 5.2462 -0.320 -0.027 -0.052
C 0.5772 -5.8693 6.1845 0.191 -0.333 0.230
H 2.0166 -7.4953 6.0530 -0.053 0.016 -0.016
H 0.5843 -7.6982 5.0378 0.011 0.032 0.057
H 2.8500 -5.6921 4.6179 -0.044 -0.030 0.001
H 2.3801 -6.9829 3.5161 -0.022 0.060 0.019
H 1.4506 -4.4280 3.2065 -0.187 0.021 0.053
H 0.4039 -5.8191 2.8246 -0.100 0.116 0.091
H -0.1967 -6.2486 6.8496 -0.078 0.161 -0.069
H 1.2798 -5.2471 6.7409 -0.074 0.039 -0.042
C -1.7816 -1.9550 -5.0581 -0.047 0.143 0.095
C -0.2821 -1.6859 -4.9005 0.006 -0.019 -0.159
C 0.0865 -1.9731 -3.4416 0.272 0.391 -0.191
S -1.0822 -3.2029 -2.8640 0.278 -0.338 -0.402
O -1.9011 -2.6165 -1.8272 -0.054 -0.251 -0.558
O -0.3992 -4.4569 -2.6721 -0.175 0.090 0.290
C -2.0362 -3.2935 -4.3708 -0.262 0.199 -0.373
H -2.0807 -1.9801 -6.1064 -0.009 -0.001 0.059
H -2.3528 -1.1643 -4.5626 -0.009 -0.029 -0.062
H 0.2783 -2.3548 -5.5598 -0.015 0.021 0.048
H -0.0242 -0.6628 -5.1768 -0.006 -0.051 0.039
H 1.0974 -2.3669 -3.3513 -0.114 -0.065 0.195
H -0.0234 -1.0854 -2.8182 -0.055 -0.097 0.043
H -3.0856 -3.4634 -4.1355 0.084 -0.068 0.142
H -1.6447 -4.1219 -4.9630 0.023 -0.017 0.131
C -4.1660 1.1928 -0.8385 0.144 0.010 -0.005
C -3.4983 2.5607 -0.6639 -0.132 0.036 0.270
C -3.0408 3.0274 -2.0473 0.304 0.159 0.362
S -4.1539 2.2648 -3.2275 -0.173 0.145 0.292
O -3.4012 1.3329 -4.0360 -0.088 0.115 -0.174
O -4.9972 3.2782 -3.8130 0.172 -0.194 -0.299
C -5.1038 1.3379 -2.0312 -0.118 -0.320 0.318
H -4.7049 0.8875 0.0598 0.002 -0.013 -0.060
H -3.4053 0.4349 -1.0510 -0.058 -0.018 0.006
H -4.2244 3.2704 -0.2560 -0.021 -0.039 -0.079
H -2.6598 2.5142 0.0313 -0.092 0.034 -0.173
H -3.0973 4.1102 -2.1472 -0.012 -0.083 -0.196
H -2.0293 2.6863 -2.2695 -0.076 -0.038 -0.059
H -5.4080 0.3837 -2.4585 0.019 0.107 -0.154
H -5.9822 1.9307 -1.7721 0.048 0.023 -0.096

***

[2]
85
Properties=species:S:1:pos:R:3:forces:R:3 method="wB97M-V/def2-TZVPD" multiplicity=1 homo_energy_ev=-7.966 total_charge=0 de_lowest_kcal_mol=33.6
Zr 0.0990 -0.1070 0.0314 -0.018 0.566 0.394
N -1.1609 -0.5209 2.1862 -0.112 -0.009 -0.765
C -1.9692 0.6990 2.4473 0.022 0.153 0.238
C -1.1967 1.9918 2.1115 0.046 -0.093 -0.030
O -1.2858 2.9133 2.9232 -0.038 0.013 0.005
N -0.4287 1.9433 1.0125 -0.402 0.049 0.359
C 0.6957 2.8627 1.0482 0.160 -0.151 0.143
C 1.9488 2.1007 0.6251 0.167 -0.190 -0.117
O 2.9381 2.6500 0.2057 0.044 0.063 0.207
O 1.8448 0.7685 0.7320 -0.072 0.183 -0.443
H -1.7538 -1.3435 2.0742 0.027 0.116 0.242
H -0.5450 -0.6923 2.9775 0.052 -0.046 -0.203
H -2.2172 0.7884 3.5049 -0.058 -0.072 -0.014
H -2.9043 0.6168 1.9011 0.013 0.051 -0.117
H 0.8596 3.2051 2.0763 -0.004 0.067 -0.033
H 0.6161 3.7657 0.4421 -0.111 -0.062 -0.134
C -1.9617 -3.1474 -1.1442 -0.159 0.014 0.146
C -3.0675 -2.3468 -0.5118 0.094 0.123 0.044
C -4.0810 -2.9621 0.2148 -0.052 0.015 -0.004
C -5.0979 -2.2193 0.7964 -0.003 -0.013 -0.010
C -5.1281 -0.8434 0.6387 -0.009 0.013 -0.007
C -4.1350 -0.1854 -0.0796 -0.074 0.023 -0.060
C -4.1837 1.3035 -0.3019 0.013 -0.017 0.026
C -3.1007 -0.9507 -0.6213 -0.032 -0.170 -0.091
N -2.0156 -0.2533 -1.2391 0.024 -0.011 0.116
C -2.0654 0.1198 -2.4568 -0.079 -0.137 0.354
C -3.1852 -0.2154 -3.3894 -0.009 -0.013 -0.026
C -0.9580 1.0171 -2.9321 0.045 -0.350 0.079
C -0.9390 1.3881 -4.3827 0.014 0.223 0.078
N -0.1252 1.3830 -2.0460 0.151 0.141 0.031
C 0.7785 2.4527 -2.3831 0.100 -0.074 -0.130
C 0.2820 3.7510 -2.2567 -0.004 0.008 0.027
C -1.1326 4.0043 -1.8052 0.031 0.003 0.013
C 1.1337 4.8051 -2.5612 -0.006 0.015 0.009
C 2.4269 4.5691 -2.9962 0.013 0.009 -0.005
C 2.8858 3.2706 -3.1310 0.000 0.028 0.043
C 2.0757 2.1856 -2.8206 -0.049 -0.044 0.054
C 2.5825 0.7795 -2.9532 -0.008 -0.002 -0.025
H -2.1002 -4.2070 -0.9315 0.004 -0.011 -0.046
H -0.9946 -2.8299 -0.7590 0.182 -0.029 -0.145
H -1.9199 -3.0084 -2.2258 -0.014 0.010 -0.009
H -4.0732 -4.0407 0.3166 0.013 0.001 -0.001
H -5.8749 -2.7161 1.3625 0.003 0.001 0.004
H -5.9307 -0.2640 1.0787 0.001 0.005 -0.005
H -4.8938 1.7722 0.3778 0.001 -0.002 -0.003
H -4.5040 1.5291 -1.3232 -0.003 0.007 0.006
H -3.2071 1.7712 -0.1610 0.010 -0.004 0.040
H -3.9800 -0.7471 -2.8719 0.003 0.003 -0.013
H -2.8128 -0.8449 -4.2009 0.015 0.012 0.006
H -3.5921 0.6872 -3.8471 0.001 0.001 0.010
H -0.9677 0.4767 -4.9820 -0.011 0.008 -0.014
H -0.0424 1.9510 -4.6273 0.008 -0.010 0.006
H -1.8090 1.9913 -4.6500 -0.006 -0.015 -0.014
H -1.3893 3.3868 -0.9424 0.010 -0.006 0.027
H -1.8501 3.7852 -2.6025 -0.015 -0.009 0.008
H -1.2597 5.0501 -1.5292 -0.003 0.002 -0.012
H 0.7746 5.8209 -2.4470 -0.005 -0.001 -0.002
H 3.0819 5.4006 -3.2213 0.000 0.001 0.001
H 3.9016 3.0861 -3.4572 -0.003 -0.009 -0.005
H 3.6145 0.7827 -3.3009 -0.006 0.013 -0.004
H 1.9832 0.1999 -3.6604 -0.010 -0.012 0.020
H 2.5353 0.2457 -2.0055 -0.009 -0.021 0.046
C 2.3988 -5.0352 -0.5690 -0.025 0.020 -0.002
C 1.3334 -5.2060 0.5113 -0.033 -0.014 -0.004
Sb 0.9487 -3.3560 1.5230 -0.082 0.351 0.302
C 2.7398 -3.1990 2.7119 -0.090 -0.015 -0.018
C 2.6339 -1.9873 3.6366 0.011 -0.025 -0.012
C -0.3556 -4.0906 3.0997 0.048 -0.019 -0.062
C 0.1507 -5.2887 3.8939 -0.009 0.023 -0.017
H 2.5785 -5.9721 -1.0994 0.002 -0.002 -0.002
H 3.3493 -4.7142 -0.1389 0.007 -0.006 -0.005
H 2.1024 -4.2817 -1.3006 0.004 0.007 -0.001
H 1.6257 -5.9526 1.2510 0.028 0.010 0.005
H 0.3829 -5.5296 0.0816 0.017 -0.015 -0.026
H 3.5836 -3.0874 2.0301 -0.016 -0.006 -0.027
H 2.8866 -4.1227 3.2737 0.010 -0.010 -0.020
H 2.4977 -1.0664 3.0643 0.005 0.007 0.002
H 3.5344 -1.8657 4.2410 -0.002 0.005 0.005
H 1.7926 -2.0849 4.3291 -0.001 0.000 0.001
H -1.3158 -4.3118 2.6242 0.018 -0.031 -0.019
H -0.5427 -3.2379 3.7590 0.039 -0.014 0.024
H 0.3086 -6.1538 3.2484 0.003 -0.011 0.008
H -0.5588 -5.5833 4.6703 0.000 -0.007 0.002
H 1.0991 -5.0681 4.3859 -0.001 -0.003 0.007
O 0.7131 -1.2147 -1.2103 0.179 -0.602 -0.438